DFT (ωB97M-V with the def2-TZVPD basis set) results for C16H25GaINO5P2S as an isolated structure at a distorted geometry.

Computed properties:
Energy above the lowest of the compared OMol25 structures with the same formula, charge and spin = 0.0 kcal/mol
Net charge = +2
LUMO energy = -7.35 eV
Kohn-Sham gap = 7.770 eV

Geometry (Å):
C -1.38307 1.76261 -6.94568
C -2.08946 1.27960 -5.70694
H -2.09273 1.87495 -7.77749
H -0.61418 1.02862 -7.22110
H -0.91858 2.73405 -6.72997
O -3.24923 1.02632 -5.53471
I -0.59847 1.06934 -4.08081
Ga -0.46169 0.00287 -0.29617
P -1.02470 2.23525 0.15263
C -2.43692 2.36212 1.30044
C 0.30866 3.16792 0.97536
H 0.11364 4.24657 0.88111
H -1.46357 4.29649 -1.01185
H 1.27015 2.91263 0.51114
H -0.79031 3.03515 -2.10894
H -2.24839 1.75663 2.19638
H 0.34296 2.89131 2.03723
C -1.48978 3.23315 -1.28486
H -2.57815 3.41503 1.58140
H -2.49567 2.94714 -1.61511
H -3.33915 1.99893 0.79250
P -0.24655 -2.18245 -1.12096
C -1.43671 -3.32336 -0.34021
C -0.49889 -2.37827 -2.90319
H 2.16728 -2.18292 -0.95478
H 1.52953 -3.80008 -1.43615
H 1.42179 -3.24809 0.26962
C 1.38149 -2.92934 -0.78016
H 0.02373 -1.57234 -3.43700
H -0.11155 -3.35606 -3.21905
H -1.21246 -4.35053 -0.65975
H -2.44950 -3.05581 -0.66658
H -1.56908 -2.29890 -3.12914
H -1.36850 -3.24702 0.75268
C -2.11818 -0.69527 1.11175
O -3.15930 -0.99207 1.50119
O 2.52434 0.35329 0.30940
C 1.96613 -0.04305 1.34609
N 0.61346 -0.28856 1.37229
S -0.05313 -0.83046 2.83963
O -0.94985 0.18077 3.34063
O -0.53167 -2.17848 2.65909
C 1.54134 -0.76300 3.58499
C 1.83438 -1.08922 4.90514
C 3.16890 -0.96991 5.31696
C 4.16145 -0.53469 4.41574
C 3.84473 -0.21328 3.09707
C 2.50969 -0.33260 2.68620
H 1.03389 -1.42139 5.56654
H 3.43950 -1.21540 6.34191
H 5.19956 -0.44481 4.74749
H 4.58281 0.12660 2.36802

=====

DFT (ωB97M-V with the def2-TZVPD basis set) results for C16H25GeN6PReS4Sb as an isolated structure at a distorted geometry.

Computed properties:
Energy above the lowest of the compared OMol25 structures with the same formula, charge and spin = 41.7 kcal/mol
Net charge = +2
LUMO energy = -7.13 eV
Kohn-Sham gap = 7.071 eV

Geometry (Å):
Re -6.37552 5.24678 13.84948
C -5.78822 4.53926 19.64746
N -5.36283 4.48032 18.26187
C -4.57600 3.49994 17.68807
C -4.59316 3.65083 16.31313
N -5.44915 4.67459 16.00446
C -5.86601 5.12098 17.19843
P -7.20899 6.33297 17.30254
C -6.58393 7.46022 16.06230
N -6.39097 7.13821 14.78085
C -6.24127 8.30553 14.10405
C -6.35062 9.36286 14.95774
N -6.56002 8.80055 16.20007
C -6.60558 9.64345 17.42846
C -8.29151 5.27695 16.21001
N -7.95762 4.62768 15.10576
C -8.78356 3.56927 14.95801
C -9.69057 3.66689 16.01601
N -9.42065 4.77367 16.72119
C -10.01249 5.18668 17.97729
H -6.46692 5.42030 19.66294
H -4.91012 4.63826 20.34835
H -6.31553 3.62223 19.88538
H -4.03212 2.78412 18.26958
H -3.98458 3.19794 15.53902
H -5.93520 8.31209 13.09842
H -6.21776 10.40468 14.78686
H -5.77849 9.37926 18.03460
H -7.56120 9.49633 17.91971
H -6.44872 10.68048 17.11388
H -8.85725 2.90270 14.08019
H -10.51172 3.04387 16.20261
H -11.07018 4.99660 18.05967
H -9.70743 6.30007 18.16077
H -9.45938 4.58683 18.76429
S -3.70255 5.09717 11.50397
Sb -4.36856 2.87273 11.77486
S -7.74772 5.55799 12.39211
S -5.95300 2.93296 13.43799
S -3.73204 1.11000 10.59723
C -1.99789 7.70855 13.02555
Ge -2.77043 6.38346 14.31320
C -1.62524 4.77092 14.45073
C -3.26103 7.18614 15.92332
C -4.46159 5.98075 13.12599
H -1.08166 8.14438 13.45497
H -2.71491 8.50515 12.89588
H -1.84489 7.29147 11.99120
H -1.61226 4.06875 13.68037
H -2.03052 4.34331 15.39921
H -0.55525 5.07796 14.38331
H -2.51250 7.20091 16.72617
H -4.21840 6.83630 16.30734
H -3.22594 8.23415 15.69221
H -4.76367 6.93430 12.62201

=====

Copy entry 1 word for word.
DFT (ωB97M-V with the def2-TZVPD basis set) results for C16H25GaINO5P2S as an isolated structure at a distorted geometry.

Computed properties:
Energy above the lowest of the compared OMol25 structures with the same formula, charge and spin = 0.0 kcal/mol
Net charge = +2
LUMO energy = -7.35 eV
Kohn-Sham gap = 7.770 eV

Geometry (Å):
C -1.38307 1.76261 -6.94568
C -2.08946 1.27960 -5.70694
H -2.09273 1.87495 -7.77749
H -0.61418 1.02862 -7.22110
H -0.91858 2.73405 -6.72997
O -3.24923 1.02632 -5.53471
I -0.59847 1.06934 -4.08081
Ga -0.46169 0.00287 -0.29617
P -1.02470 2.23525 0.15263
C -2.43692 2.36212 1.30044
C 0.30866 3.16792 0.97536
H 0.11364 4.24657 0.88111
H -1.46357 4.29649 -1.01185
H 1.27015 2.91263 0.51114
H -0.79031 3.03515 -2.10894
H -2.24839 1.75663 2.19638
H 0.34296 2.89131 2.03723
C -1.48978 3.23315 -1.28486
H -2.57815 3.41503 1.58140
H -2.49567 2.94714 -1.61511
H -3.33915 1.99893 0.79250
P -0.24655 -2.18245 -1.12096
C -1.43671 -3.32336 -0.34021
C -0.49889 -2.37827 -2.90319
H 2.16728 -2.18292 -0.95478
H 1.52953 -3.80008 -1.43615
H 1.42179 -3.24809 0.26962
C 1.38149 -2.92934 -0.78016
H 0.02373 -1.57234 -3.43700
H -0.11155 -3.35606 -3.21905
H -1.21246 -4.35053 -0.65975
H -2.44950 -3.05581 -0.66658
H -1.56908 -2.29890 -3.12914
H -1.36850 -3.24702 0.75268
C -2.11818 -0.69527 1.11175
O -3.15930 -0.99207 1.50119
O 2.52434 0.35329 0.30940
C 1.96613 -0.04305 1.34609
N 0.61346 -0.28856 1.37229
S -0.05313 -0.83046 2.83963
O -0.94985 0.18077 3.34063
O -0.53167 -2.17848 2.65909
C 1.54134 -0.76300 3.58499
C 1.83438 -1.08922 4.90514
C 3.16890 -0.96991 5.31696
C 4.16145 -0.53469 4.41574
C 3.84473 -0.21328 3.09707
C 2.50969 -0.33260 2.68620
H 1.03389 -1.42139 5.56654
H 3.43950 -1.21540 6.34191
H 5.19956 -0.44481 4.74749
H 4.58281 0.12660 2.36802

=====

Q: Which of these has the lowest energy above the lowest of the compared OMol25 structures with the same formula, charge and spin?
A: C16H25GaINO5P2S